The following is a quantum chemistry calculation of a structure of composition C19H36BeF3NO20, from the OMol25 dataset.

XYZ file:
```
80
Properties=species:S:1:pos:R:3
Be -0.0095 -0.7718 0.3399
N -0.1621 -3.1955 -0.8650
O -0.8692 -2.1498 -1.0990
O -0.5184 -4.2806 -1.2778
O 0.8348 -2.9595 -0.1650
C 0.0064 2.5259 0.7593
O 0.0737 2.2417 -0.6333
O 0.0854 1.3308 1.3758
C 1.1142 3.5140 1.1644
F 1.2141 3.6357 2.4996
F 2.3356 3.1534 0.7362
F 0.8250 4.7448 0.6899
C -0.4487 3.1864 -1.5404
C 0.1236 2.9879 -2.9306
H 1.2078 3.1308 -2.9709
H -0.0113 1.9773 -3.3189
H -0.3127 3.7337 -3.5962
H -0.2357 4.2201 -1.2659
H -1.5302 3.0530 -1.6822
H -0.9573 3.0161 0.9921
C 0.0720 0.2715 4.6648
O 0.9190 -0.8603 4.8454
C 1.0284 -1.7296 3.8622
O 0.4769 -1.6251 2.7922
O 1.9981 -2.5914 4.1291
C 2.3975 -3.3917 3.0326
H -0.8968 -0.0638 4.2954
H 0.3863 0.9388 3.8553
H 0.0965 0.8036 5.6082
H 2.5172 -2.8449 2.0923
H 1.7511 -4.2019 2.6958
H 3.4088 -3.7594 3.1941
C 4.1242 -2.2697 -0.4609
O 4.5099 -1.2604 0.4647
C 3.5404 -0.5969 1.0699
O 2.3857 -0.5639 0.7324
O 4.0682 0.0635 2.0854
C 3.2542 0.9630 2.8160
H 4.9496 -2.8961 -0.7789
H 3.5445 -1.8763 -1.2930
H 3.4220 -2.9383 0.0466
H 3.3325 1.9188 2.3038
H 3.5383 1.0435 3.8622
H 2.1902 0.7176 2.8232
C -4.8750 0.9751 -1.7545
O -3.5604 0.8669 -1.2022
C -2.5859 0.2675 -1.9021
O -1.4936 0.1205 -1.4376
O -2.9282 0.0949 -3.1751
C -1.8832 -0.3311 -4.0578
H -5.1523 0.0972 -2.3348
H -4.8963 1.8558 -2.3956
H -5.5415 1.0693 -0.9027
H -2.3751 -0.3114 -5.0283
H -1.6234 -1.3764 -3.8918
H -1.0064 0.3055 -3.9973
C -3.0975 1.0727 2.6295
O -3.9532 0.1339 1.9936
C -3.3806 -0.9136 1.4040
O -2.2043 -1.1394 1.3334
O -4.2902 -1.6615 0.8125
C -5.6947 -1.4756 0.8388
H -2.8889 1.9320 1.9891
H -2.1307 0.6446 2.8764
H -3.5390 1.5184 3.5194
H -6.0632 -1.6254 1.8532
H -6.1464 -2.1757 0.1442
H -5.9330 -0.4598 0.5253
C 1.4255 -2.3974 -3.8521
O 2.2966 -1.2770 -3.8423
C 2.1898 -0.4456 -2.8176
O 1.3499 -0.4690 -1.9649
O 3.1943 0.4287 -2.9108
C 3.3114 1.3961 -1.8701
H 1.7629 -3.2213 -3.2235
H 1.3412 -2.7443 -4.8800
H 0.4163 -2.1241 -3.5432
H 4.1061 1.1343 -1.1677
H 2.3565 1.5899 -1.3864
H 3.7122 2.3000 -2.3319
```

Values from the calculation:
**Energy relative to the best compared isomer or geometry (same formula, charge and spin)**: 0.096 eV
**F_max**: 2.22 eV/Å
**Net charge**: 0
**HOMO**: -8.585 eV